ORCA calculation (ωB97M-V with the def2-TZVPD basis set) on C16H16MnN4O5 as an isolated structure.

Calculated values
**HOMO-LUMO gap (spin up / spin down)**: 7.60 / 8.23 eV
**<S²>**: 8.754
**2S+1**: 6

Each line ends with the Löwdin charge.
Element x y z (Å)
Mn (0.99361, -0.17069, 1.52884)  0.95
O (-0.01555, 1.80858, 1.98151)  -0.11
C (-0.11387, 2.08546, 3.39769)  -0.18
C (-0.32469, 0.79391, 4.16630)  -0.16
N (0.71893, -0.18335, 3.88450)  -0.21
C (0.29484, -1.57740, 4.07861)  -0.08
C (-0.29874, -2.19738, 2.78227)  -0.64
O (-0.36004, -3.40461, 2.70197)  0.05
O (-0.65451, -1.30145, 1.90740)  -0.15
C (2.08118, 0.18289, 4.33798)  -0.07
C (2.77149, 0.40016, 2.98454)  -0.67
O (2.79250, 1.55063, 2.51093)  -0.01
O (2.93240, -0.67505, 2.30475)  -0.08
H (0.67121, 2.39171, 1.63033)  0.10
H (-0.95996, 2.75435, 3.56252)  0.12
H (0.80347, 2.57912, 3.71759)  0.11
H (-1.27418, 0.34922, 3.86983)  0.13
H (-0.37695, 1.04140, 5.23670)  0.13
H (-0.46178, -1.64456, 4.86823)  0.13
H (1.14227, -2.18726, 4.38175)  0.13
H (2.52578, -0.62082, 4.92137)  0.12
H (2.06570, 1.10092, 4.92544)  0.12
N (-4.27559, -0.54873, -7.62965)  0.17
C (-3.51122, -0.46477, -6.77665)  -0.18
C (-2.55222, -0.35496, -5.70908)  -0.22
C (-2.76761, -1.02711, -4.50935)  -0.01
C (-1.84130, -0.92765, -3.48744)  0.01
C (-0.71258, -0.13926, -3.66571)  -0.18
C (-0.49189, 0.53736, -4.85713)  0.00
C (-1.41090, 0.42297, -5.88364)  -0.01
N (0.23429, -0.02468, -2.61162)  -0.01
C (1.61034, 0.04576, -2.73646)  -0.03
C (2.09998, 0.11787, -1.47410)  -0.08
N (1.05092, 0.11795, -0.58151)  0.00
C (-0.04933, 0.02606, -1.29368)  -0.10
H (-3.65053, -1.63854, -4.38675)  0.13
H (-1.97909, -1.47938, -2.56731)  0.13
H (0.38155, 1.16468, -4.97012)  0.12
H (-1.25510, 0.94440, -6.81761)  0.13
H (2.09635, -0.00984, -3.69328)  0.13
H (3.12067, 0.16564, -1.13625)  0.12
H (-1.04986, -0.00352, -0.89374)  0.15

Atomic forces in eV per Å
Mn -0.19 -0.19 0.16
O 0.12 0.08 0.00
C -0.01 -0.01 0.01
C 0.07 0.04 -0.02
N -0.04 0.01 0.10
C 0.01 0.04 0.01
C 0.20 0.39 0.45
O -0.30 -0.04 -0.14
O 0.19 -0.45 -0.39
C 0.00 -0.01 -0.05
C -0.08 0.03 0.00
O 0.21 -0.02 0.08
O -0.13 0.24 -0.08
H -0.02 0.03 0.06
H 0.00 0.00 0.02
H 0.01 0.00 -0.01
H 0.00 0.00 -0.03
H -0.04 -0.01 0.00
H 0.01 -0.07 0.00
H 0.02 0.01 -0.04
H 0.04 -0.02 -0.05
H -0.02 -0.02 0.02
N 0.00 0.00 0.00
C 0.02 0.00 0.03
C -0.03 0.00 -0.04
C -0.01 -0.01 0.01
C 0.04 -0.01 -0.01
C 0.02 0.01 0.02
C -0.03 0.01 0.02
C 0.01 0.01 0.00
N 0.00 0.04 -0.01
C -0.02 -0.09 0.00
C 0.02 0.10 0.02
N -0.06 -0.06 -0.12
C 0.01 -0.03 -0.01
H 0.00 0.00 0.00
H -0.02 0.00 0.00
H 0.00 0.00 -0.01
H 0.00 0.00 0.00
H 0.01 0.00 0.00
H 0.00 0.00 0.00
H 0.00 -0.01 0.00

=====

ORCA calculation (ωB97M-V with the def2-TZVPD basis set) on one molecule with the formula C16H16N2O3S2.

Calculated values
**HOMO-LUMO gap**: 7.96 eV

Each line ends with the Löwdin charge.
Element x y z (Å)
C (-1.80219, -1.51329, 0.98141)  -0.02
C (-3.14170, -1.15037, 0.74858)  -0.35
C (-4.13194, -1.97604, 1.00674)  -0.03
C (-5.57690, -1.77911, 0.90076)  -0.06
C (-5.97659, -0.64962, 0.38332)  -0.16
C (-5.08229, 0.37333, 0.28925)  -0.04
C (-3.76784, 0.00878, 0.50367)  -0.13
N (-2.72967, 1.13697, -0.07026)  -0.07
S (-1.66337, 0.95159, -1.30840)  0.69
O (-1.80770, -0.33525, -1.94129)  -0.29
O (-1.68524, 2.37003, -1.90844)  -0.35
C (-0.13646, 0.91353, -0.48047)  -0.20
C (0.91010, -0.28644, -0.92833)  0.18
C (2.18162, -0.12256, -0.20495)  -0.25
C (2.45699, 0.63148, 0.69581)  -0.39
C (1.44827, 1.56143, 1.36065)  -0.10
C (0.31545, 1.53229, 0.69739)  -0.16
H (-0.47781, 2.37233, 1.05076)  0.16
H (1.89367, 2.35256, 1.98795)  0.10
S (3.87986, 0.74649, 1.95604)  0.92
C (5.10946, -0.37507, 0.96508)  -0.45
C (5.06663, -0.11020, -0.30265)  -0.26
C (4.30200, -1.14967, -1.02494)  -0.53
O (4.67285, -2.11578, -1.58925)  0.11
N (2.97287, -1.04025, -1.02459)  0.14
H (2.53389, -1.89467, -1.29826)  0.15
H (4.85511, 0.60701, -0.74630)  0.01
H (6.23458, -0.19093, -0.86835)  0.24
H (6.01293, -0.08323, 1.62222)  0.10
H (5.00186, -1.44456, 1.41286)  0.14
H (0.61627, -0.65076, -1.67463)  -0.03
H (-3.14206, 2.01411, -0.16331)  0.05
H (-5.27587, 1.49719, -0.05498)  0.17
H (-7.06691, -0.33244, 0.43249)  0.14
H (-6.41803, -2.55274, 1.15795)  0.15
H (-3.96197, -2.85641, 1.38766)  0.06
H (-1.39981, -1.70360, -0.25721)  0.18
H (-1.75325, -2.38824, 1.77283)  0.14
H (-1.31019, -0.65704, 1.37230)  0.05

Atomic forces in eV per Å
C 2.82 -2.28 -2.22
C -2.58 0.43 0.81
C -6.34 -0.87 -0.05
C 1.51 -4.34 0.79
C -4.66 4.32 0.63
C 1.72 2.71 -1.23
C 3.39 6.49 -4.22
N -1.03 -3.14 1.30
S -0.49 4.69 0.55
O -0.11 0.96 -0.49
O -0.04 -4.70 0.79
C 5.92 -6.63 -0.47
C -0.28 13.73 14.48
C -4.24 -9.65 -12.53
C 2.35 8.92 13.07
C 4.33 -2.24 -2.74
C -6.54 5.08 0.01
H 1.62 -1.89 -0.63
H -1.03 -0.73 0.08
S -0.40 -1.66 -2.97
C 1.06 -1.04 14.14
C 7.93 -11.01 -5.60
C -1.32 -0.13 0.16
O 3.18 -2.81 -1.66
N -0.50 1.98 2.55
H -0.32 -0.24 -0.22
H -3.98 13.01 -5.52
H -2.85 -0.26 1.68
H -0.76 -0.11 -1.65
H -0.34 1.57 -1.61
H -3.20 -6.39 -11.05
H -0.75 1.72 -0.14
H 0.13 -2.87 0.79
H 1.24 -0.81 -0.67
H 2.35 1.13 -0.33
H 1.48 -4.93 1.93
H -0.48 -0.02 4.15
H 0.23 1.51 -2.14
H 1.03 0.52 0.23

=====

ORCA calculation (ωB97M-V with the def2-TZVPD basis set) on one molecule with the formula C16H16N2O4S2.

Calculated values
**HOMO-LUMO gap**: 8.56 eV

Each line ends with the Löwdin charge.
Element x y z (Å)
C (-1.12868, -4.47902, 1.54363)  -0.06
C (-2.45806, -4.49717, 0.79589)  -0.24
H (-3.28421, -4.20076, 1.45255)  0.12
H (-2.66149, -5.50404, 0.42164)  0.12
O (-2.43061, -3.69343, -0.37087)  -0.04
C (-2.46437, -2.34622, -0.27212)  -0.26
C (-2.25912, -1.65516, -1.47395)  0.02
C (-2.25681, -0.27920, -1.49777)  -0.06
C (-2.47324, 0.41508, -0.32157)  -0.32
C (-2.70697, -0.24167, 0.86680)  -0.05
C (-2.70012, -1.62507, 0.89929)  0.00
H (-2.87656, -2.12544, 1.83785)  0.11
H (-2.88702, 0.33364, 1.76086)  0.12
S (-2.37413, 2.18271, -0.31809)  0.69
O (-3.45880, 2.77953, 0.39882)  -0.29
O (-2.06311, 2.68368, -1.61961)  -0.27
N (-1.02684, 2.44599, 0.71960)  -0.07
C (0.14829, 1.82913, 0.47160)  -0.66
N (0.25963, 0.76162, -0.21885)  0.12
C (1.54983, 0.30940, -0.26307)  -0.30
C (1.99273, -0.82826, -0.91921)  0.00
C (3.33015, -1.17217, -0.86547)  -0.02
C (4.24534, -0.38900, -0.15774)  -0.28
C (3.81608, 0.75832, 0.50952)  -0.01
C (2.48198, 1.09452, 0.45109)  -0.46
S (1.66369, 2.44934, 1.18445)  1.08
H (4.53121, 1.35368, 1.05209)  0.12
O (5.57650, -0.65801, -0.05305)  -0.09
C (6.09020, -1.79666, -0.70042)  -0.09
H (7.15658, -1.80172, -0.48043)  0.09
H (5.63825, -2.71695, -0.31628)  0.09
H (5.94552, -1.74405, -1.78420)  0.10
H (3.65651, -2.06006, -1.38260)  0.10
H (1.28390, -1.43086, -1.46369)  0.11
H (-1.01294, 3.32222, 1.21639)  0.12
H (-2.07363, 0.27619, -2.40255)  0.12
H (-2.09191, -2.23256, -2.36918)  0.12
H (-0.33247, -4.81987, 0.88685)  0.08
H (-1.18303, -5.13960, 2.40436)  0.08
H (-0.88559, -3.47470, 1.88192)  0.07

Atomic forces in eV per Å
C -0.29 0.11 -0.28
C 0.15 -0.24 0.38
H 0.02 -0.03 -0.11
H -0.05 0.15 0.10
O 0.00 0.17 -0.23
C 0.04 0.31 -0.12
C -0.05 -0.05 0.12
C -0.09 -0.07 -0.07
C -0.23 0.63 0.02
C -0.07 0.06 -0.06
C 0.00 -0.23 0.06
H 0.00 -0.07 0.06
H -0.01 -0.01 0.18
S 0.28 0.30 0.40
O 0.00 -0.17 0.24
O 0.14 -0.43 -0.10
N -1.24 0.10 -0.29
C 1.45 -0.38 0.10
N -0.50 0.07 -0.22
C 0.83 0.14 0.23
C -0.12 0.26 0.13
C 0.33 -0.12 -0.01
C -0.19 0.16 0.08
C 0.17 -0.13 -0.05
C -0.25 -0.22 -0.18
S -0.31 -0.18 -0.19
H 0.15 0.05 0.07
O -0.08 0.22 0.12
C 0.07 -0.15 -0.08
H -0.07 -0.05 -0.05
H 0.01 0.03 -0.03
H -0.01 -0.01 0.04
H 0.07 -0.08 -0.03
H -0.08 -0.10 -0.08
H -0.29 0.09 -0.04
H 0.08 -0.01 -0.16
H 0.02 -0.04 -0.11
H 0.08 -0.04 -0.03
H 0.01 -0.06 0.11
H 0.05 0.05 0.08

=====

The E_tot results, record by record, are as follows: -64371.560; -47631.391; -49691.594 eV.
The ΔE to the lowest compared entry with this formula, charge and spin results, record by record, are as follows: 0.0; 322.9; 60.3 kcal per mole.
The maximum force results, record by record, are as follows: 0.63; 19.96; 1.50 eV Å⁻¹.